ORCA calculation (ωB97M-V/def2-TZVPD) on the ion C2H4N3 with charge +1 in a non-equilibrium geometry.

Computed properties:
LUMO level = -4.71 eV
DFT total energy = -242.495603 Eh
Strongest force on any atom = 3.67 eV/A
Multiplicity = 1
Charge = +1
HOMO level = -15.15 eV

Atoms and positions in Å:
N1 1.23 0.00 -0.06
C1 0.03 0.00 0.40
N2 -0.89 -1.01 0.19
C2 -1.43 0.00 -0.54
N3 -0.89 1.01 0.19
H1 1.77 0.86 -0.10
H2 1.78 -0.85 -0.10
H3 -0.81 -2.00 0.02
H4 -0.79 1.99 -0.01

Atom charges from the Mulliken analysis, given in e for atoms 1 to 4: atom 1 (N): -0.3445, atom 2 (C): 0.7925, atom 3 (N): -0.1117, atom 4 (C): -0.2594